Below is C5H4N2O in the gas phase, with properties calculated with ωB97M-V/def2-TZVPD.

The LUMO energy comes out at 0.2 eV. Its SMILES is O=C1Cc2c[nH]nc21. The net charge is 0. The highest occupied orbital energy comes out at -0.3531 Eh. As for the total energy: -377.522836 Ha. The value obtained for the molecular weight is 108.1 g mol⁻¹. As for the relative energy (zero: lowest compared OMol25 entry of this formula, charge and spin): 88.6 kcal per mole.

The geometry in XYZ format:
```
12
Properties=species:S:1:pos:R:3:forces:R:3:nbo_charge:R:1
C -1.640475 -0.601453 0.003994 -1.279 1.740 -2.550 0.604
C -1.319603 0.949778 -0.062137 -0.962 0.790 2.776 -0.512
C 0.091465 0.480053 -0.231221 2.088 3.269 2.127 -0.117
C 1.447431 0.478545 0.042153 1.251 3.256 0.783 -0.045
C -0.197566 -0.814473 -0.096422 -1.770 -3.565 -1.518 -0.020
H -1.687441 1.794429 -0.698616 -0.257 -1.238 0.613 0.247
H -1.619037 1.025104 1.098391 0.907 1.240 -2.226 0.223
H 2.328814 1.243998 0.281947 -2.414 -1.635 -0.893 0.231
H 2.741564 -0.938011 -0.403968 -2.600 -0.737 2.279 0.402
N 1.769527 -0.833155 0.168039 5.656 0.100 -3.651 -0.325
N 0.778922 -1.661836 -0.139667 0.114 -1.785 1.702 -0.210
O -2.693601 -1.122978 0.037502 -0.734 -1.435 0.558 -0.478
```
Positions in Å, forces in eV/Å.

=====

Below is C2H4NOP in the gas phase, with properties calculated with ωB97M-V/def2-TZVPD.

The LUMO energy (alpha / beta) comes out at 0.0 / 0.0 eV. The net charge is 0. The highest occupied orbital energy (alpha / beta) comes out at -0.3015 / -0.3015 Eh. As for the total energy: -549.843232 Ha. The value obtained for the molecular weight is 89.0 g mol⁻¹. As for the relative energy (zero: lowest compared OMol25 entry of this formula, charge and spin): 61.1 kcal per mole.

The geometry in XYZ format:
```
9
Properties=species:S:1:pos:R:3:forces:R:3:nbo_charge:R:1
C -0.306368 1.221236 0.030963 -2.801 -1.465 0.545 -0.142
C -0.356985 -1.177169 -0.071070 -2.053 0.325 0.471 -0.242
N 1.007103 1.251212 -0.083866 2.630 -0.257 0.714 -0.925
O 1.065711 -1.260555 0.071106 -1.413 -0.330 -0.285 -0.818
P 2.003432 0.053784 -0.013834 -0.476 0.543 -0.020 1.364
H -0.798400 1.776317 -0.768557 -0.363 -0.591 -0.171 0.190
H -0.847785 1.434003 1.014642 1.183 -0.545 -1.103 0.204
H -0.999225 -1.591061 0.862859 2.045 1.101 -1.979 0.186
H -0.767486 -1.707771 -1.042241 1.248 1.219 1.828 0.183
```
Positions in Å, forces in eV/Å.

=====

Below is 2 unconnected molecules or ions with the total composition C5H16N2O, with properties calculated with ωB97M-V/def2-TZVPD.

The LUMO energy comes out at 0.8 eV. Its SMILES is CNCCN(C)C.O. The net charge is 0. The highest occupied orbital energy comes out at -0.2911 Eh. As for the total energy: -384.795776 Ha. The value obtained for the molecular weight is 120.2 g mol⁻¹. As for the relative energy (zero: lowest compared OMol25 entry of this formula, charge and spin): 39.1 kcal per mole.

The geometry in XYZ format:
```
24
Properties=species:S:1:pos:R:3:forces:R:3:nbo_charge:R:1
C -0.077476 0.791207 1.233444 0.318 0.379 -0.578 -0.427
N -0.629950 1.137221 -0.061846 0.330 -0.255 0.282 -0.456
C -2.068688 1.204541 -0.095991 -0.022 -0.051 -0.325 -0.410
C 0.043525 0.564122 -1.210466 -0.631 -0.029 -0.371 -0.218
C -0.339949 -0.876236 -1.606331 -0.330 0.308 0.686 -0.251
N 0.341696 -1.942996 -0.884793 0.201 0.073 -0.316 -0.633
C 1.483559 -2.527134 -1.570674 -1.250 -0.574 0.005 -0.412
H -0.730457 0.127432 1.811640 0.197 -0.068 0.094 0.182
H 0.117914 1.713776 1.751170 -0.352 0.413 0.825 0.198
H 0.928462 0.385691 1.107502 -0.145 -0.448 -0.012 0.188
H -2.449048 2.124250 0.337255 0.070 0.314 0.134 0.195
H -2.365079 1.181307 -1.137624 -0.290 0.085 -0.197 0.199
H -2.605004 0.395681 0.417704 0.228 -0.276 0.005 0.169
H -0.225334 1.165286 -2.076677 -0.023 0.355 -0.112 0.190
H 1.117735 0.716654 -1.065849 -0.023 -0.326 -0.079 0.195
H -0.247850 -0.931948 -2.694581 0.361 -0.558 0.116 0.194
H -1.410198 -1.017609 -1.403400 0.010 0.316 -0.156 0.192
H 0.600851 -1.642604 0.045483 -0.064 0.095 -0.097 0.350
H 1.082589 -3.174573 -2.355932 0.184 0.217 -0.277 0.188
H 2.195086 -1.828767 -1.996402 0.379 0.197 0.018 0.165
H 1.906204 -3.220726 -0.869850 0.828 -0.175 0.283 0.200
H 1.526635 2.571433 4.225525 0.235 -0.176 -0.360 0.475
H 0.943528 1.185255 3.732202 0.349 0.258 -0.141 0.473
O 0.861249 1.898737 4.368490 -0.563 -0.072 0.573 -0.946
```
Positions in Å, forces in eV/Å.

=====

What did the third record say?
Below is 2 unconnected molecules or ions with the total composition C5H16N2O, with properties calculated with ωB97M-V/def2-TZVPD.

The LUMO energy comes out at 0.8 eV. Its SMILES is CNCCN(C)C.O. The net charge is 0. The highest occupied orbital energy comes out at -0.2911 Eh. As for the total energy: -384.795776 Ha. The value obtained for the molecular weight is 120.2 g mol⁻¹. As for the relative energy (zero: lowest compared OMol25 entry of this formula, charge and spin): 39.1 kcal per mole.

The geometry in XYZ format:
```
24
Properties=species:S:1:pos:R:3:forces:R:3:nbo_charge:R:1
C -0.077476 0.791207 1.233444 0.318 0.379 -0.578 -0.427
N -0.629950 1.137221 -0.061846 0.330 -0.255 0.282 -0.456
C -2.068688 1.204541 -0.095991 -0.022 -0.051 -0.325 -0.410
C 0.043525 0.564122 -1.210466 -0.631 -0.029 -0.371 -0.218
C -0.339949 -0.876236 -1.606331 -0.330 0.308 0.686 -0.251
N 0.341696 -1.942996 -0.884793 0.201 0.073 -0.316 -0.633
C 1.483559 -2.527134 -1.570674 -1.250 -0.574 0.005 -0.412
H -0.730457 0.127432 1.811640 0.197 -0.068 0.094 0.182
H 0.117914 1.713776 1.751170 -0.352 0.413 0.825 0.198
H 0.928462 0.385691 1.107502 -0.145 -0.448 -0.012 0.188
H -2.449048 2.124250 0.337255 0.070 0.314 0.134 0.195
H -2.365079 1.181307 -1.137624 -0.290 0.085 -0.197 0.199
H -2.605004 0.395681 0.417704 0.228 -0.276 0.005 0.169
H -0.225334 1.165286 -2.076677 -0.023 0.355 -0.112 0.190
H 1.117735 0.716654 -1.065849 -0.023 -0.326 -0.079 0.195
H -0.247850 -0.931948 -2.694581 0.361 -0.558 0.116 0.194
H -1.410198 -1.017609 -1.403400 0.010 0.316 -0.156 0.192
H 0.600851 -1.642604 0.045483 -0.064 0.095 -0.097 0.350
H 1.082589 -3.174573 -2.355932 0.184 0.217 -0.277 0.188
H 2.195086 -1.828767 -1.996402 0.379 0.197 0.018 0.165
H 1.906204 -3.220726 -0.869850 0.828 -0.175 0.283 0.200
H 1.526635 2.571433 4.225525 0.235 -0.176 -0.360 0.475
H 0.943528 1.185255 3.732202 0.349 0.258 -0.141 0.473
O 0.861249 1.898737 4.368490 -0.563 -0.072 0.573 -0.946
```
Positions in Å, forces in eV/Å.

=====

Please write out number 1 again, unchanged.
Below is C5H4N2O in the gas phase, with properties calculated with ωB97M-V/def2-TZVPD.

The LUMO energy comes out at 0.2 eV. Its SMILES is O=C1Cc2c[nH]nc21. The net charge is 0. The highest occupied orbital energy comes out at -0.3531 Eh. As for the total energy: -377.522836 Ha. The value obtained for the molecular weight is 108.1 g mol⁻¹. As for the relative energy (zero: lowest compared OMol25 entry of this formula, charge and spin): 88.6 kcal per mole.

The geometry in XYZ format:
```
12
Properties=species:S:1:pos:R:3:forces:R:3:nbo_charge:R:1
C -1.640475 -0.601453 0.003994 -1.279 1.740 -2.550 0.604
C -1.319603 0.949778 -0.062137 -0.962 0.790 2.776 -0.512
C 0.091465 0.480053 -0.231221 2.088 3.269 2.127 -0.117
C 1.447431 0.478545 0.042153 1.251 3.256 0.783 -0.045
C -0.197566 -0.814473 -0.096422 -1.770 -3.565 -1.518 -0.020
H -1.687441 1.794429 -0.698616 -0.257 -1.238 0.613 0.247
H -1.619037 1.025104 1.098391 0.907 1.240 -2.226 0.223
H 2.328814 1.243998 0.281947 -2.414 -1.635 -0.893 0.231
H 2.741564 -0.938011 -0.403968 -2.600 -0.737 2.279 0.402
N 1.769527 -0.833155 0.168039 5.656 0.100 -3.651 -0.325
N 0.778922 -1.661836 -0.139667 0.114 -1.785 1.702 -0.210
O -2.693601 -1.122978 0.037502 -0.734 -1.435 0.558 -0.478
```
Positions in Å, forces in eV/Å.

=====

Look up the relative energy (zero: lowest compared OMol25 entry of this formula, charge and spin) of the second one.
61.1 kcal per mole

=====

Number 3 is which compound?
C5H16N2O